[1]
125
Properties=species:S:1:pos:R:3 method="wB97M-V/def2-TZVPD" e_lumo_ev=0.12 homo_lumo_gap_ha=0.38649 smiles="CCCCCCCCCCCCCCCCCC[C@H]1OC(=O)O[C@H]1O.CCOC(=O)OC.CCOC(=O)OC.CCOC(=O)OC.CCOC(=O)OC"
C 1.0224 5.4102 -5.0344
C 1.3655 4.6907 -3.7509
C 0.2233 3.8675 -3.1562
C -1.1632 4.4195 -3.3997
C -2.2740 3.5079 -2.8803
C -2.8656 3.9652 -1.5424
C -3.1859 2.9039 -0.5066
C -2.0334 2.0806 -0.0058
C -2.4991 0.9878 0.9593
C -1.6694 -0.2841 0.9338
C -0.2620 -0.0373 1.4660
C 0.8812 -0.7282 0.7462
C 0.8584 -0.7091 -0.7664
C 2.0895 -1.3869 -1.3329
C 2.2170 -1.2445 -2.8326
C 1.4536 -2.3428 -3.5788
C 2.3550 -3.4450 -4.0997
C 1.7836 -4.2406 -5.2651
C 1.1648 -3.4739 -6.4024
O -0.1775 -3.0206 -6.1922
C -0.3568 -1.8837 -6.8811
O -1.4353 -1.4563 -7.2925
O 0.8334 -1.2661 -7.0150
C 1.8530 -2.2553 -7.0382
O 2.9548 -1.7685 -6.3725
H 1.8830 5.8609 -5.5065
H 0.5511 4.7571 -5.7555
H 0.3068 6.1927 -4.8369
H 1.7122 5.4180 -3.0303
H 2.1950 4.0228 -3.9445
H 0.2556 2.8529 -3.5278
H 0.3755 3.8175 -2.0859
H -1.2644 5.3830 -2.9143
H -1.3103 4.5769 -4.4558
H -3.0730 3.5286 -3.6068
H -1.9133 2.4910 -2.8337
H -2.2106 4.6956 -1.0879
H -3.7844 4.4782 -1.7807
H -3.9622 2.2570 -0.8994
H -3.6207 3.4058 0.3488
H -1.3267 2.7255 0.4988
H -1.4818 1.6133 -0.8098
H -2.5180 1.3708 1.9695
H -3.5171 0.7452 0.6865
H -1.7004 -0.6448 -0.0845
H -2.1952 -0.9839 1.5470
H -0.0752 1.0197 1.5567
H -0.2464 -0.4112 2.4812
H 0.9809 -1.7542 1.0747
H 1.7967 -0.2348 1.0504
H 0.0136 -1.3019 -1.0885
H 0.7606 0.2959 -1.1487
H 1.9918 -2.4409 -1.1040
H 2.9758 -1.0325 -0.8208
H 3.2564 -1.2978 -3.1155
H 1.8288 -0.2853 -3.1393
H 0.7457 -2.7871 -2.8902
H 0.8766 -1.8942 -4.3698
H 3.3078 -3.0250 -4.3758
H 2.5573 -4.1447 -3.3006
H 0.9905 -4.8721 -4.8899
H 2.5373 -4.8775 -5.6963
H 1.0957 -4.1958 -7.2093
H 2.0981 -2.4796 -8.0665
H 3.6840 -1.6816 -6.9854
C -3.7618 -5.8796 3.1785
C -2.2828 -6.0038 2.8848
O -2.0212 -6.2853 1.4990
C -2.1192 -5.2261 0.7009
O -2.3551 -4.0966 1.0491
O -1.8574 -5.6092 -0.5450
C -1.9504 -4.5619 -1.5175
H -4.2894 -6.7814 2.8660
H -3.9215 -5.7387 4.2472
H -4.2004 -5.0369 2.6483
H -1.8560 -6.8414 3.4312
H -1.7373 -5.1077 3.1706
H -1.3295 -3.7149 -1.2347
H -2.9834 -4.2396 -1.6300
H -1.5943 -4.9901 -2.4488
C -0.9328 -1.0120 8.2739
C -2.4146 -0.7853 8.0797
O -2.7660 -0.6207 6.6959
C -2.8182 -1.7422 5.9849
O -2.6467 -2.8588 6.4044
O -3.1321 -1.4270 4.7323
C -3.1825 -2.5479 3.8430
H -0.3606 -0.2084 7.8090
H -0.6943 -1.0436 9.3377
H -0.6176 -1.9515 7.8230
H -2.7235 0.1435 8.5537
H -3.0038 -1.5945 8.5092
H -3.8479 -3.3138 4.2250
H -2.1845 -2.9497 3.6894
H -3.5625 -2.1857 2.8941
C 2.0635 0.0943 14.4484
C 0.6550 0.5378 14.1216
O 0.1055 -0.1798 13.0038
C -0.3124 -1.4135 13.2704
O -0.3050 -1.9531 14.3448
O -0.7674 -1.9463 12.1372
C -1.2022 -3.3051 12.2519
H 2.6999 0.1748 13.5667
H 2.4774 0.7205 15.2383
H 2.0786 -0.9402 14.7855
H 0.6442 1.5791 13.8079
H -0.0076 0.4347 14.9795
H -1.9320 -3.4121 13.0499
H -0.3531 -3.9601 12.4357
H -1.6561 -3.5508 11.2971
C 3.3240 3.6273 -9.5242
C 2.6671 4.8558 -8.9374
O 3.6338 5.8196 -8.4920
C 4.2120 6.5315 -9.4548
O 3.9731 6.4629 -10.6320
O 5.0799 7.3654 -8.8865
C 5.8116 8.1777 -9.8088
H 4.0261 3.2004 -8.8066
H 2.5601 2.8883 -9.7664
H 3.8720 3.8734 -10.4319
H 2.0973 4.5989 -8.0473
H 1.9855 5.3167 -9.6505
H 5.1377 8.7155 -10.4704
H 6.4932 7.5651 -10.3956
H 6.3750 8.8785 -9.2017

[2]
15
Properties=species:S:1:pos:R:3 method="wB97M-V/def2-TZVPD" e_lumo_ev=1.26 homo_lumo_gap_ha=0.37547 de_lowest_kj_mol=132.2 smiles="C/C=C/CC"
C 2.3651 -0.3689 0.0306
C 1.2079 0.6480 -0.0297
C -0.0720 -0.0764 -0.1801
C -1.3109 0.4347 -0.0155
C -2.6173 -0.2810 0.0163
H 3.2949 0.1034 0.1268
H 2.3067 -1.1780 0.8010
H 2.3618 -0.9160 -0.9192
H 1.1670 1.1599 0.9628
H 1.3695 1.3482 -0.8082
H 0.0971 -1.1879 -0.1064
H -1.3596 1.5273 0.1508
H -3.3801 0.5231 -0.1138
H -2.6298 -0.8507 -0.9300
H -2.8002 -0.8856 1.0145

[3]
49
Properties=species:S:1:pos:R:3 method="wB97M-V/def2-TZVPD" e_lumo_ev="-3.70 / -5.90" total_charge=+1 homo_lumo_gap_ha="0.27774 / 0.22215" multiplicity=3 de_lowest_kj_mol=110.0
Au -15.0848 -1.5826 -8.3041
C -17.5183 5.5710 -8.3043
C -17.8650 4.9375 -7.1142
C -17.4263 3.6798 -6.7659
C -16.6347 2.9939 -7.7449
C -16.3322 3.5972 -8.9831
C -16.7867 4.9005 -9.2779
P -16.0750 1.4014 -7.3624
C -17.2114 0.3156 -6.5724
C -16.7794 -0.7826 -5.7946
C -17.7199 -1.6430 -5.2103
C -19.0821 -1.4481 -5.4991
C -19.5251 -0.3642 -6.2327
C -18.6345 0.5089 -6.8153
C -14.3843 1.1082 -7.0351
C -13.6866 2.0380 -6.2791
C -12.2416 1.8764 -6.3810
C -11.6847 0.7895 -7.0103
C -12.4529 -0.1631 -7.6623
C -13.8079 -0.0962 -7.6187
H -17.9342 6.5404 -8.4577
H -18.5419 5.5055 -6.4844
H -17.7300 3.2481 -5.8257
H -15.6497 3.1012 -9.6831
H -16.5593 5.3386 -10.2285
H -15.7051 -0.9741 -5.7690
H -17.3188 -2.5275 -4.6486
H -19.7063 -2.3171 -5.2510
H -20.6259 -0.2056 -6.3594
H -18.9737 1.2398 -7.5203
H -14.1770 2.8811 -5.7180
H -11.5621 2.6216 -5.9065
H -10.6253 0.7558 -7.1042
H -12.0042 -0.9962 -8.0856
N -17.2800 -3.7968 -8.9370
C -16.5168 -2.9133 -8.8647
Se -15.0417 -4.7073 -6.7310
N -14.3188 -3.1039 -6.6493
C -13.5189 -3.0385 -5.5673
C -12.9692 -1.8521 -4.9204
C -12.3534 -1.9521 -3.7227
C -12.1145 -3.2369 -3.0987
C -12.6003 -4.3108 -3.6253
C -13.3934 -4.2396 -4.8689
N -14.1696 -5.2237 -5.2702
H -13.1433 -0.9080 -5.3997
H -11.9303 -1.0387 -3.2271
H -11.6096 -3.3564 -2.1287
H -12.5302 -5.2431 -3.1810

[4]
22
Properties=species:S:1:pos:R:3 method="wB97M-V/def2-TZVPD" e_lumo_ev="2.74 / 3.26" total_charge=-1 homo_lumo_gap_ha="0.06458 / 0.31561" multiplicity=2 de_lowest_kj_mol=99.5
C -1.3588 -0.8875 -2.6074
C -0.2127 -0.0318 -2.0733
C 0.8591 -0.8913 -1.4289
S 2.3905 0.0376 -1.1974
H -2.1736 -0.2803 -3.0048
H -1.7532 -1.5543 -1.8366
H -1.0026 -1.5197 -3.4280
H 0.2454 0.5214 -2.8987
H -0.5997 0.7031 -1.3682
H 1.0678 -1.7243 -2.1044
H 0.5351 -1.2840 -0.4639
H 3.2503 -0.9824 -1.3357
C -1.4364 1.2403 1.9131
N 0.6933 0.3715 3.3872
C 0.7887 0.6125 1.9715
N -0.1407 1.0601 1.2542
H -1.7045 0.3337 2.4607
H -2.2149 1.4479 1.1832
H -1.3829 2.0394 2.6547
H 1.1151 -0.5399 3.5441
H 1.3089 1.0283 3.8562
H 1.7259 0.3000 1.5224

[5]
51
Properties=species:S:1:pos:R:3 method="wB97M-V/def2-TZVPD" e_lumo_ev=0.04 homo_lumo_gap_ha=0.33117 de_lowest_kj_mol=541.6 smiles="C=C(N)C[C@H](N)C=O.O.O.O.O.O.O.O.O.O.O.O"
O -2.2889 -4.3185 0.6354
C -2.8353 -3.5262 -0.0974
C -2.1825 -2.2407 -0.5441
C -1.5889 -1.4574 0.6364
C -0.9102 -0.1480 0.3503
C -1.4159 1.0659 0.4826
N 0.5086 -0.3109 0.0568
N -2.9979 -1.4178 -1.4342
H -3.9275 -3.6172 -0.2167
H -1.2143 -2.4802 -1.0202
H -2.2793 -1.3188 1.5098
H -0.9279 -2.1815 1.2095
H -2.4897 1.2035 0.6143
H -1.0818 2.1001 0.2652
H 0.9300 0.6263 0.1136
H 1.0363 -0.8359 0.7461
H -3.6269 -0.7943 -0.8352
H -2.4122 -0.6619 -1.8071
H 3.2994 2.4994 0.1351
H 2.8219 1.5235 1.2566
O 3.2908 1.5720 0.3965
H -2.2107 3.5064 0.2936
H -3.3862 4.1878 0.1328
O -2.8917 3.8437 0.9077
H 4.2481 -0.1571 1.1588
H 3.7173 -1.4683 0.8620
O 3.4880 -0.7043 1.4038
H -0.2220 -4.0833 0.0516
H 0.8087 -4.0378 1.1445
O 0.7392 -4.1965 0.1995
H -0.5334 1.2463 2.9615
H -1.2487 2.6085 3.3491
O -0.4086 2.1682 3.1998
H 1.1012 -2.1080 -1.3653
H 1.5027 -3.2562 -2.2686
O 1.8367 -2.4134 -1.9071
H 2.5485 -1.0922 -3.8093
H 2.1376 -0.1851 -2.8442
O 2.0693 -0.2508 -3.8207
H 1.4427 -0.7144 3.4088
H 0.4219 -1.7458 2.8152
O 0.6377 -0.8053 2.8928
H 1.3908 4.1273 2.5031
H 1.6620 2.5599 2.7792
O 1.9099 3.3528 2.2974
H 0.2168 2.7662 -2.4148
H 0.6831 2.7521 -0.8822
O 0.2047 3.2134 -1.5687
H -1.0024 2.4677 -4.3498
H -0.3030 1.2840 -5.1773
O -0.2681 1.8529 -4.4063

Number 1: strongest force on any atom 3.5 eV/A. Number 2: strongest force on any atom 2.5 eV/A. Number 3: strongest force on any atom 4.0 eV/A. Number 4: strongest force on any atom 0.5 eV/A. Number 5: strongest force on any atom 3.4 eV/A.